20
Properties=species:S:1:pos:R:3:forces:R:3:nbo_charge:R:1 method="wB97M-V/def2-TZVPD" fmax_ev_per_a=4.365 multiplicity=1 gap_ev="8.8 / 8.8" relative_energy_kj_mol=463.8 homo_ev="-9.0140 / -9.0146"
C -1.27152 1.65872 -0.18741 -0.4 -0.4 0.2 -0.640
H 0.60933 -2.86035 -1.83823 0.0 -0.4 -0.4 0.215
H 2.04318 0.20009 1.58332 -0.1 0.1 0.1 0.374
C 0.42428 -0.87285 0.86538 -0.2 -0.3 0.3 -0.133
H -0.03753 0.98495 -1.86821 0.0 0.0 0.1 0.242
H 1.42696 2.16343 0.12630 0.0 0.0 -0.1 0.205
H -1.76364 2.36643 -0.84469 -0.2 0.0 0.0 0.246
H -0.11590 -1.18185 1.76840 0.0 -0.1 -0.1 0.231
O -3.12634 -0.16543 -0.99219 0.3 0.0 -0.2 -0.922
H 1.97275 -2.57359 0.69363 0.1 -0.1 0.0 0.213
H -1.03160 2.08831 0.77953 0.0 0.0 0.1 0.247
C -0.52197 -0.49400 -0.30589 1.8 -3.2 -1.0 -0.237
S -2.17797 0.07390 0.05999 -0.3 0.3 0.0 2.154
C -0.09475 0.88003 -0.78570 0.6 0.2 -0.3 -0.319
C 1.15740 -2.03274 0.21986 0.2 0.1 0.3 -0.261
C 0.63415 -2.26929 -0.95851 -2.4 3.4 1.3 -0.040
O -2.59832 -0.18553 1.40924 0.3 0.1 0.0 -0.920
N 1.14715 0.35519 1.13768 0.1 0.0 0.1 -0.622
C 1.25684 1.11011 -0.10376 0.1 0.1 -0.2 -0.216
H 2.06751 0.75447 -0.75875 -0.1 0.1 0.0 0.182

=====

14
Properties=species:S:1:pos:R:3:forces:R:3:nbo_charge:R:1 method="wB97M-V/def2-TZVPD" fmax_ev_per_a=1.183 smiles="C=NSC.C=N" multiplicity=1 gap_ev=9.7 relative_energy_kj_mol=245.4 homo_ev=-8.7427
H 3.55887 -2.14373 0.65658 0.2 -0.1 0.0 0.153
H 3.18147 -0.67386 1.70624 -0.2 0.1 0.0 0.143
H -1.32044 0.39434 -2.94560 0.0 0.0 -0.2 0.240
H -1.65336 -0.48666 -1.44157 0.0 -0.1 0.0 0.225
H -2.52213 1.03801 -1.79858 -0.1 0.0 0.0 0.219
H 1.03103 -0.76867 0.81660 0.3 0.1 0.1 0.339
C -1.58658 0.49548 -1.90136 0.4 0.4 0.6 -0.795
H -1.18617 0.95466 2.22807 0.0 0.0 0.2 0.178
S -0.21217 1.44766 -1.15956 -0.1 -0.2 -1.2 0.491
N -0.37174 1.40953 0.45315 0.1 0.1 0.8 -0.589
C -1.27815 0.87644 1.15291 -0.2 -0.1 0.0 -0.118
C 2.82870 -1.41050 0.97810 0.6 0.1 0.3 -0.039
H -2.15018 0.35217 0.76355 0.0 0.0 -0.2 0.153
N 1.68085 -1.48489 0.49148 -1.0 -0.1 -0.5 -0.599

=====

40
Properties=species:S:1:pos:R:3:forces:R:3:nbo_charge:R:1 method="wB97M-V/def2-TZVPD" charge=-1 fmax_ev_per_a=0.394 multiplicity=2 gap_ev="8.7 / 9.9" homo_ev="-5.9915 / -7.3211"
H 0.04680 3.29257 -1.67193 0.1 0.0 0.0 0.226
F -4.74738 -1.55697 2.44623 0.0 0.0 0.0 -0.784
H 0.83009 -1.92157 0.13535 0.0 0.0 -0.1 0.217
C 0.62739 -0.98975 -0.40256 0.0 -0.1 0.0 -0.409
H -2.24735 -0.61121 1.41726 0.0 0.0 -0.1 0.243
C -0.43472 1.29318 -0.02049 0.0 0.1 0.1 -0.414
F -3.25085 0.65237 -0.54531 0.0 0.0 0.0 -0.395
F -2.79724 -3.49783 2.51117 0.0 0.0 0.0 -0.788
H 0.02525 -0.15234 1.48224 0.1 0.0 -0.1 0.196
C -0.34087 -0.15947 0.44830 0.0 0.0 0.2 -0.219
C 1.98261 -0.33640 -0.73027 0.0 0.2 0.1 0.095
H 1.73581 3.63527 -1.31993 0.0 0.0 0.1 0.219
C 1.60476 2.19547 1.17835 0.1 0.0 0.0 -0.621
H 3.06969 -1.95153 -1.64647 -0.1 0.0 0.0 0.200
H -0.96009 1.35630 -0.97564 0.1 0.0 0.0 0.223
H 2.66967 2.40920 1.06457 0.0 0.0 0.0 0.213
H 1.13618 3.05575 1.65719 0.0 0.0 0.0 0.214
H 3.83869 0.14279 0.29914 0.0 0.0 0.0 0.211
C 2.94691 -0.46888 0.45243 0.0 0.1 0.1 -0.617
C -2.63328 -0.60828 -0.67111 0.1 0.0 0.0 0.030
H -2.09028 -0.58594 -1.62336 -0.1 0.0 0.0 0.141
H 3.25579 -1.51233 0.52371 0.0 0.0 0.0 0.213
C -1.70955 -0.86376 0.49945 -0.1 0.0 0.0 -0.437
H 0.48179 4.08454 -0.14897 -0.1 0.0 0.0 0.200
Al -4.34636 -3.11779 1.93666 0.1 0.0 0.0 2.151
O 1.50774 1.29875 -2.33285 0.2 0.1 0.1 -0.419
H 0.13430 -1.27346 -1.33817 0.0 0.1 0.0 0.209
H -1.02250 1.86587 0.70433 -0.1 0.0 -0.1 0.221
C 0.78751 3.33064 -0.87599 0.0 0.0 0.0 -0.602
N 1.74544 1.10232 -1.08797 -0.3 -0.1 -0.2 0.028
H 2.50387 -0.20064 1.40998 0.0 -0.1 -0.1 0.212
C 2.63007 -0.99814 -1.94550 0.0 -0.1 0.0 -0.601
H 1.90917 -1.18266 -2.73803 0.0 0.1 0.0 0.224
H -3.41854 -1.36219 -0.70600 0.0 0.1 0.0 0.225
F -5.47591 -4.24052 2.49461 0.0 0.0 0.0 -0.783
H 3.41734 -0.36233 -2.35199 0.0 0.0 0.0 0.220
F -4.28908 -3.14733 0.23944 0.0 0.0 0.0 -0.789
H -1.54510 -1.94475 0.55184 0.0 0.0 0.1 0.237
H 1.49238 1.35386 1.85941 0.0 0.1 -0.1 0.210
C 0.92985 1.97718 -0.17911 0.1 -0.1 0.0 0.100

=====

Number 1: electronic energy -23820.1577 eV. Number 2: electronic energy -17054.1868 eV. Number 3: electronic energy -35479.7296 eV.